[1]
126
Properties=species:S:1:pos:R:3:forces:R:3:lowdin_charge:R:1 method="wB97M-V/def2-TZVPD" lumo_energy_ev=-2.207 total_charge=0 total_energy_ev=-128495.0842 e_homo_ev=-10.3 gap_ev=8.0 mol_weight_g_mol=1144.850 max_force_ev_per_a=6.57
C 3.432506 1.540601 5.499571 -1.543 0.329 -0.693 -0.08
C 2.479731 2.042681 4.282396 1.382 0.254 0.980 -0.25
O 1.329612 1.150639 4.101395 -0.142 1.396 -0.958 -0.17
C 0.562925 1.674171 2.970179 0.423 1.506 0.300 -0.15
C -1.002535 1.702711 3.265746 -0.789 -1.792 -0.583 0.00
C -1.897218 0.646910 2.960417 0.897 3.275 1.812 -0.09
S -1.343341 -0.914650 2.157784 -3.130 -2.829 -5.038 0.85
O -2.588163 -1.567247 1.586657 3.338 1.824 2.911 -0.32
O -0.392657 -0.732861 1.013724 -0.957 0.135 4.288 -0.29
F -0.802365 -1.936089 3.358999 -0.500 2.283 -1.916 -0.18
C -3.433956 0.876203 3.396430 -3.230 -3.031 0.552 -0.19
O -4.246307 -0.079513 3.531470 3.428 3.486 -0.663 0.08
C -4.024277 2.328255 3.738093 1.666 2.637 0.253 -0.15
O -5.430817 2.544341 3.791837 2.714 -0.810 -0.843 0.02
C -3.125069 3.382680 4.025771 0.372 -2.766 -0.880 0.10
C -1.565481 3.032028 3.987919 0.680 1.780 1.420 -0.23
O -0.742530 3.786280 4.565892 -2.662 -2.654 -2.224 0.07
H 4.137523 2.407603 5.741283 -0.793 -1.412 -0.400 0.08
H 3.969520 0.575326 5.214076 -0.659 1.441 0.582 0.07
H 2.713605 1.406558 6.393682 1.353 -0.016 -1.293 0.09
H 2.147647 3.106870 4.589947 0.133 -1.640 -0.733 0.12
H 3.073299 2.089780 3.299883 -0.797 -0.056 1.378 0.13
H 0.890341 2.779177 2.872148 -0.895 -1.615 -0.048 0.13
H 0.860955 1.171888 1.992003 -0.797 0.292 1.351 0.13
H -5.625047 3.328959 3.227729 0.045 -0.391 0.651 0.10
H -3.412293 4.444795 4.302475 0.392 -1.647 -0.291 0.14
O -3.718956 -1.229909 -4.670453 0.411 0.044 0.762 0.14
C -3.130864 -1.189573 -3.626715 -0.376 -0.075 -0.798 -0.55
O -3.509766 -0.433008 -2.559144 0.152 -0.282 -0.672 0.07
C -2.699961 -0.830742 -1.459210 -0.179 0.127 0.870 -0.14
C -1.489698 -1.405832 -2.119862 1.016 -0.110 0.462 -0.14
O -1.996515 -1.892751 -3.356363 -0.698 0.319 -0.226 0.07
H -2.458706 0.022532 -0.824301 -0.178 -0.015 -0.145 0.13
H -3.245203 -1.571487 -0.868554 0.056 0.067 -0.034 0.12
H -0.726202 -0.649204 -2.323395 -0.128 0.029 -0.026 0.12
H -1.042854 -2.213173 -1.538240 -0.157 0.053 -0.264 0.09
O 2.743161 1.613047 -1.636119 -0.037 -0.831 -0.103 0.15
C 2.721706 0.414377 -1.660388 0.144 0.773 0.248 -0.55
O 1.709883 -0.325223 -2.191540 0.435 0.551 0.244 0.03
C 2.155972 -1.672147 -2.233691 -0.417 -0.890 -0.424 -0.12
C 3.210702 -1.714692 -1.171651 0.304 -0.693 0.499 -0.11
O 3.704707 -0.380896 -1.160043 -0.578 0.537 -0.516 0.05
H 1.333584 -2.359732 -2.030039 -0.028 0.198 -0.045 0.13
H 2.555717 -1.880523 -3.230749 0.009 0.031 0.047 0.14
H 2.802204 -1.949507 -0.184677 0.008 0.055 -0.071 0.14
H 4.007465 -2.423358 -1.402431 0.043 0.222 0.046 0.14
O -7.352222 4.857609 3.204285 -0.424 -0.487 0.260 0.14
C -8.273525 4.310106 3.746208 0.454 0.241 -0.141 -0.54
O -9.482750 4.088762 3.166000 0.745 0.236 0.215 0.07
C -10.209703 3.227793 4.032819 -0.796 -0.412 -0.214 -0.13
C -9.571052 3.470756 5.365393 -0.425 -0.137 0.836 -0.13
O -8.240329 3.833763 5.018411 0.131 0.273 -0.817 0.07
H -11.269903 3.477582 4.027700 0.235 0.121 -0.146 0.12
H -10.085626 2.195841 3.690378 0.062 0.050 0.007 0.14
H -10.034841 4.299528 5.907445 0.013 -0.086 -0.033 0.14
H -9.579794 2.584156 6.000589 0.204 0.145 -0.030 0.14
O 5.393161 2.034243 -7.086936 -0.629 -0.103 0.363 0.14
C 4.335765 1.908429 -6.536416 0.662 0.115 -0.367 -0.54
O 4.025081 0.884765 -5.696820 0.258 0.424 -0.544 0.07
C 2.785586 1.211581 -5.080462 -0.403 -0.334 0.808 -0.13
C 2.164215 2.163858 -6.055500 -0.878 0.210 -0.064 -0.12
O 3.292761 2.770789 -6.671966 0.628 -0.388 0.067 0.07
H 2.179948 0.316933 -4.927966 0.200 -0.003 -0.066 0.13
H 2.984608 1.675527 -4.110520 -0.029 0.004 -0.093 0.12
H 1.574015 1.653305 -6.822109 0.068 0.025 0.028 0.14
H 1.538385 2.911675 -5.566753 0.186 0.051 -0.137 0.14
O -0.886730 -4.214420 -0.838211 -0.536 -0.450 0.356 0.13
C -1.804783 -4.766494 -0.298991 0.536 0.304 -0.078 -0.53
O -3.012890 -4.996620 -0.883652 0.695 0.279 0.217 0.07
C -3.734436 -5.858863 -0.015421 -0.779 -0.538 -0.266 -0.13
C -3.103566 -5.611738 1.314040 -0.365 -0.170 1.094 -0.13
O -1.773087 -5.241615 0.975609 0.132 0.271 -0.923 0.07
H -4.797641 -5.614307 -0.023116 0.142 0.096 -0.144 0.12
H -3.604292 -6.890606 -0.354698 0.006 0.064 0.002 0.14
H -3.574066 -4.784420 1.853004 0.048 -0.034 -0.052 0.14
H -3.111711 -6.498451 1.948876 0.158 0.146 -0.032 0.14
O -12.257558 3.763688 7.717711 -0.488 -0.529 -0.634 0.16
C -12.984802 3.099523 7.038738 0.529 0.625 0.918 -0.54
O -14.091364 2.455855 7.497584 0.564 0.235 -0.273 0.07
C -14.798952 1.976427 6.361762 -0.812 -0.283 0.015 -0.13
C -13.731008 1.880220 5.314362 -0.034 -0.473 -0.770 -0.13
O -12.808932 2.890111 5.703689 -0.132 0.083 0.488 0.03
H -15.264527 1.012738 6.572619 0.092 0.138 0.165 0.14
H -15.578345 2.697935 6.100425 0.073 -0.025 0.008 0.14
H -13.220803 0.912528 5.323892 -0.027 0.058 0.039 0.14
H -14.113311 2.069088 4.310090 0.178 0.116 0.084 0.14
O 11.489816 -0.088300 -6.297772 -0.523 0.416 -0.384 0.14
C 10.611157 0.484855 -6.878376 0.514 -0.449 0.346 -0.55
O 9.571208 -0.132486 -7.499186 0.720 0.250 0.296 0.07
C 8.640894 0.880608 -7.863019 -0.971 -0.067 -0.194 -0.13
C 9.491954 2.110846 -7.935317 -0.222 0.769 -0.424 -0.13
O 10.527853 1.837697 -7.000465 0.119 -0.662 0.167 0.06
H 8.164881 0.646114 -8.815929 0.108 -0.150 0.137 0.14
H 7.871523 0.948495 -7.089153 0.037 0.028 -0.095 0.12
H 9.936912 2.255367 -8.924281 0.008 -0.036 0.067 0.13
H 8.944948 3.012889 -7.658058 0.185 -0.081 0.105 0.14
O 17.109260 2.391290 -3.752574 -0.538 -0.506 -0.542 0.15
C 16.391109 1.723840 -4.439731 0.591 0.578 0.677 -0.55
O 15.283513 1.073433 -3.990197 0.625 0.250 -0.186 0.06
C 14.588183 0.592089 -5.133729 -0.885 -0.305 -0.039 -0.14
C 15.665170 0.503600 -6.171475 -0.001 -0.424 -0.705 -0.13
O 16.578144 1.517232 -5.772849 -0.085 0.147 0.526 0.06
H 14.126024 -0.374163 -4.928752 0.027 0.177 0.136 0.13
H 13.807425 1.309249 -5.400814 0.042 -0.094 0.008 0.13
H 16.180622 -0.461387 -6.159266 -0.016 0.059 0.027 0.13
H 15.290079 0.691881 -7.178402 0.167 0.111 0.095 0.13
O 5.687733 -0.098657 2.877830 0.457 -0.061 -0.762 0.15
C 6.331024 -0.195201 1.872254 -0.543 0.088 0.848 -0.54
O 5.797124 -0.260080 0.621965 0.334 -0.084 0.711 0.04
C 6.872752 -0.137894 -0.298512 -0.105 0.171 -0.829 -0.13
C 8.055767 -0.592215 0.502220 0.764 -0.240 -0.261 -0.13
O 7.690192 -0.254822 1.832957 -0.565 0.091 0.039 0.07
H 6.702148 -0.758063 -1.179725 -0.171 0.065 0.138 0.13
H 6.953905 0.907328 -0.610323 -0.012 -0.062 0.034 0.14
H 8.212352 -1.673296 0.441669 -0.033 0.056 0.014 0.14
H 8.976340 -0.084232 0.211360 -0.071 -0.014 0.220 0.14
O -5.863774 -7.143557 2.874119 -0.804 0.611 -0.671 0.15
C -6.746416 -6.571889 2.294007 0.861 -0.662 0.656 -0.55
O -7.787825 -7.192129 1.675458 0.527 0.274 0.231 0.07
C -8.720911 -6.183025 1.312882 -0.806 -0.133 -0.258 -0.13
C -7.872291 -4.949996 1.237325 -0.181 0.757 -0.380 -0.13
O -6.833759 -5.218921 2.169410 0.082 -0.588 0.100 0.05
H -9.198811 -6.419678 0.361211 0.128 -0.159 0.120 0.14
H -9.488676 -6.116376 2.089125 0.073 0.003 -0.023 0.14
H -7.430348 -4.805740 0.246929 -0.029 -0.023 0.050 0.13
H -8.420160 -4.048584 1.515151 0.222 -0.050 0.091 0.14

=====

[2]
118
Properties=species:S:1:pos:R:3:forces:R:3:lowdin_charge:R:1 method="wB97M-V/def2-TZVPD" lumo_energy_ev=-10.340 total_charge=+4 total_energy_ev=-285135.3693 e_homo_ev=-17.2 gap_ev=6.9 mol_weight_g_mol=1199.607 max_force_ev_per_a=3.23
C 3.688526 0.654440 -2.519137 1.550 -2.183 -0.419 0.02
C 3.749632 2.086424 -2.713050 -1.193 2.240 0.162 -0.37
O 4.190665 2.876365 -1.954527 0.536 0.321 0.235 0.16
N 2.977067 2.770256 -3.914578 -1.673 -0.127 1.155 0.14
H 3.552169 3.288278 -4.563420 0.647 0.452 0.098 0.17
H 2.566747 2.051604 -4.493606 -0.302 -0.778 -0.821 0.09
C 1.712993 3.580327 -3.423476 0.206 -0.685 -0.588 0.02
H 4.471226 0.347440 -1.825433 -0.234 0.686 0.800 0.10
H 4.155576 0.123172 -3.348432 -0.903 -0.018 -0.886 0.12
H 2.755615 0.190019 -2.199629 -0.220 0.423 -0.442 0.09
H 1.879088 4.224584 -2.560097 0.554 -0.589 0.048 0.09
H 0.974154 2.792224 -3.278225 0.161 0.294 0.400 0.04
H 1.285853 4.218866 -4.196736 0.675 -0.244 -0.500 0.10
C 1.566789 2.775700 1.966774 -0.254 -0.515 0.089 0.03
N 2.402615 1.714736 2.596075 -0.272 -2.713 -0.263 -0.09
C 3.438968 2.049675 3.361712 0.719 -1.828 0.802 0.02
C 4.110119 1.038018 4.137063 -0.685 0.658 -0.182 0.07
C 3.750166 -0.339402 4.134943 -0.915 1.236 -0.696 -0.10
C 2.670264 -0.674899 3.261660 0.600 1.947 -0.650 0.09
C 2.041853 0.369912 2.481914 0.660 0.220 1.469 0.09
C 4.481432 -1.384626 4.968971 0.891 -1.794 0.331 -0.06
C 4.875371 -2.646177 4.371038 -0.392 1.502 -0.033 0.05
C 5.617510 -3.581754 5.032379 0.187 0.176 1.133 0.03
N 6.046035 -3.341386 6.306311 0.075 -0.860 0.852 -0.05
C 5.694241 -2.235277 6.936601 -1.641 1.194 -0.241 -0.01
C 4.857312 -1.298415 6.345856 -0.391 0.885 -1.846 0.06
C 6.674719 -4.350494 7.216942 0.962 -1.302 -0.985 0.05
H 0.832580 2.363793 1.274418 0.218 -0.398 0.054 0.07
H 2.168252 3.473256 1.383879 0.164 0.014 0.422 0.11
H 1.017993 3.203931 2.805543 0.145 0.467 -0.224 0.10
H 3.666423 3.100819 3.262973 0.572 -0.019 0.719 0.15
H 4.879880 1.362979 4.821355 0.237 0.161 -0.199 0.12
H 2.423964 -1.722806 3.174340 -0.705 0.062 -0.395 0.12
H 1.179039 0.277074 1.839000 -0.001 -0.878 -0.110 0.12
H 4.652940 -2.956751 3.360848 -0.370 0.477 -0.216 0.14
H 5.812674 -4.532272 4.558241 0.362 -0.096 0.292 0.16
H 5.907650 -2.094817 7.985946 0.421 -0.311 -0.064 0.16
H 4.501989 -0.484779 6.960798 0.136 0.162 -0.005 0.13
H 7.575196 -4.773013 6.771160 0.035 0.271 -0.349 0.11
H 6.021714 -5.216168 7.327840 -0.331 0.354 0.216 0.12
H 7.008168 -3.945160 8.172251 -0.564 0.315 -0.227 0.11
C 0.060525 -2.504883 -4.241871 -0.004 0.565 1.005 0.05
N -1.032328 -3.281503 -3.524990 -0.523 0.535 -1.765 -0.04
C -0.787653 -4.563667 -3.306349 1.331 -1.270 1.360 -0.02
C -1.673873 -5.463265 -2.741317 -0.975 1.973 -0.766 0.08
C -2.959325 -4.919282 -2.514609 0.160 -1.431 0.590 -0.13
C -3.306035 -3.626565 -2.902773 1.427 0.380 -0.483 0.06
C -2.292701 -2.806966 -3.419896 -0.226 -0.470 0.511 0.02
C -3.965949 -5.821046 -1.865715 0.121 -0.087 1.179 -0.09
C -3.684879 -6.498067 -0.613948 -0.944 0.090 -1.118 0.09
C -4.667801 -7.333772 -0.105985 -0.567 0.765 -1.944 0.05
N -5.851520 -7.404914 -0.794290 1.129 -0.362 0.398 -0.10
C -6.129506 -6.826574 -1.971571 0.871 0.324 0.123 0.02
C -5.196305 -5.977927 -2.518209 0.825 -0.367 0.276 0.05
C -6.967854 -7.971463 -0.119943 -2.491 -0.324 1.507 -0.01
H -0.055035 -1.443899 -4.020373 -0.220 -0.176 -0.130 0.06
H 0.092188 -2.642871 -5.322637 -0.470 -0.273 0.175 0.11
H 1.011177 -2.807336 -3.802697 -0.155 -0.137 -0.030 0.11
H 0.253748 -4.831675 -3.406623 -0.006 -0.197 -0.365 0.15
H -1.404503 -6.501958 -2.619036 -0.028 0.109 0.325 0.14
H -4.311862 -3.239051 -2.835362 0.031 -0.024 0.204 0.13
H -2.439500 -1.769818 -3.682885 -0.045 -0.168 -0.148 0.13
H -2.789342 -6.376643 -0.022631 0.356 0.225 -0.336 0.13
H -4.630580 -8.001935 0.741707 0.282 0.406 0.246 0.15
H -7.080461 -7.069240 -2.422365 -0.108 0.152 0.106 0.16
H -5.341166 -5.476405 -3.463670 -0.263 -0.121 -0.037 0.14
H -6.847714 -8.220124 0.934495 0.951 -0.193 -0.201 0.12
H -7.444333 -8.831521 -0.590437 0.239 0.197 -0.365 0.13
H -7.662416 -7.137417 -0.019698 -0.527 -0.297 -0.301 0.12
C -5.009485 2.024382 -0.915098 -0.120 0.450 -0.558 0.05
N -4.281377 3.265399 -0.494107 -0.120 0.543 1.249 -0.05
C -4.464397 3.696270 0.809650 1.591 -0.341 -1.399 0.07
C -3.572399 4.635154 1.350998 -1.369 -0.700 -0.084 0.04
C -2.652104 5.296509 0.555501 0.503 -0.787 -0.141 -0.12
C -2.560569 4.865880 -0.773211 0.421 -0.035 -0.509 0.05
C -3.332296 3.836841 -1.273890 -0.939 -0.535 1.104 0.02
C -1.725594 6.267892 1.234139 -0.922 0.501 -0.124 -0.11
C -1.399177 6.114989 2.606522 1.242 1.072 -0.176 0.04
C -0.573806 7.065444 3.218112 0.002 0.455 -2.651 0.06
N -0.062893 8.117306 2.426576 -0.985 -0.860 0.405 -0.07
C -0.392535 8.278493 1.125347 -1.038 -0.837 0.989 0.05
C -1.344450 7.416782 0.544405 1.876 -0.210 0.253 0.07
C 0.674968 9.178461 3.123754 0.152 0.466 1.746 0.02
H -6.066911 2.067237 -0.654110 0.205 0.187 0.535 0.11
H -4.492718 1.178551 -0.461636 -0.091 0.019 -0.176 0.11
H -5.037368 1.973881 -2.003565 0.523 -0.073 0.079 0.11
H -5.204593 3.113473 1.337728 -0.019 0.327 0.331 0.15
H -3.577308 4.845274 2.410345 -0.579 -0.020 -0.027 0.12
H -1.821130 5.139810 -1.511178 0.308 0.714 0.371 0.14
H -3.151885 3.383354 -2.237327 -0.085 0.115 -0.065 0.13
H -1.716211 5.251266 3.172091 -0.013 0.080 0.069 0.12
H -0.230430 7.026900 4.241345 -0.138 0.111 0.019 0.15
H 0.063084 9.125073 0.633297 -0.121 0.031 -0.133 0.16
H -1.580599 7.556711 -0.500122 -0.244 0.086 0.018 0.14
H 0.601881 10.189608 2.723327 -0.086 -0.449 -0.731 0.12
H 1.710246 8.937815 3.365398 0.004 -0.258 -0.541 0.12
H 0.183716 9.267100 4.092733 0.025 0.053 0.067 0.11
As 0.023590 -3.808987 1.135323 -0.806 -1.182 -0.042 0.88
F -1.757810 -3.879229 0.978567 1.158 0.355 -0.316 -0.30
F -0.242209 -4.275348 2.889421 0.897 0.555 -2.183 -0.31
F 1.795930 -3.856642 1.246219 -1.121 0.522 0.523 -0.29
F 0.242497 -3.409928 -0.637243 -0.535 0.178 1.767 -0.31
F -0.084377 -2.116951 1.629540 0.484 -0.772 -0.437 -0.28
F 0.062020 -5.482284 0.602591 -0.083 0.476 0.555 -0.28
As -0.604331 0.750699 -1.597628 0.289 -1.210 0.378 0.87
F -1.685590 -0.528289 -2.111606 0.779 0.411 -0.059 -0.25
F -1.663956 0.937216 -0.190200 0.528 0.626 -0.515 -0.28
F 0.409755 2.123884 -1.056801 -0.680 -0.676 0.143 -0.29
F 0.527273 0.585071 -2.954741 -1.000 -0.087 0.973 -0.26
F -1.618733 1.843923 -2.552454 0.690 -0.126 0.645 -0.26
F 0.342613 -0.442077 -0.645015 -0.579 1.645 -1.000 -0.27
As 1.234486 0.923614 -7.081060 -1.410 -0.406 -2.876 0.96
F 0.547381 1.705055 -5.626562 0.457 -0.229 -0.651 -0.30
F 1.486656 2.503005 -7.960079 0.148 -1.914 1.726 -0.29
F 1.868575 -0.024631 -8.444970 -0.180 1.264 1.636 -0.26
F 0.968333 -0.717699 -6.267380 0.201 2.076 -0.484 -0.32
F -0.393953 0.941608 -7.900672 1.827 -0.422 1.697 -0.29
F 2.828026 1.106228 -6.255086 -0.886 -0.191 -0.352 -0.30